Record 1
8
Properties=species:S:1:pos:R:3:nbo_charge:R:1 method="wB97M-V/def2-TZVPD" energy_ha=-2707.1644 mol_weight_g_mol=121.96 e_lumo_ev="-0.78 / -0.95" de_lowest_ev=5.298
C -0.241 0.095 0.142 0.3532
C 0.892 -0.602 -0.464 -0.6883
N -0.637 0.145 1.256 -0.4690
Br -2.032 1.039 2.244 0.1687
H -1.273 1.492 -1.499 -0.0904
H 1.625 0.111 -0.479 0.2450
H 0.556 -0.858 -1.420 0.2445
H 1.110 -1.422 0.221 0.2362



Record 2
9
Properties=species:S:1:pos:R:3:nbo_charge:R:1 method="wB97M-V/def2-TZVPD" energy_ha=-2761.6902 mol_weight_g_mol=135.97 e_lumo_ev=-5.90 total_charge=+1 de_lowest_ev=4.016
C -2.332 0.820 -0.764 -0.3039
C 1.145 -0.264 0.431 0.6477
N 0.327 0.335 -0.114 -0.4584
N 2.250 -0.839 0.671 -0.8141
Br -3.503 -0.221 0.100 0.3688
H -2.732 1.718 -1.583 0.2494
H -0.822 0.309 -0.661 0.3982
H 3.129 -0.500 0.338 0.4508
H 2.537 -1.358 1.582 0.4614



Record 3
9
Properties=species:S:1:pos:R:3:nbo_charge:R:1 method="wB97M-V/def2-TZVPD" energy_ha=-2782.4477 mol_weight_g_mol=137.96 e_lumo_ev=0.14 de_lowest_ev=5.125
C -1.719 0.425 -0.213 0.8707
C 1.476 -0.164 0.529 -0.9229
N -2.531 0.009 0.578 -0.7595
O -1.204 0.717 -1.255 -0.5514
Br 2.256 -0.295 -1.206 0.3631
H 2.322 -0.320 1.229 0.1868
H 0.746 -0.958 0.649 0.1686
H 1.237 0.687 -1.918 0.2064
H -2.583 -0.100 1.608 0.4382



Record 4
9
Properties=species:S:1:pos:R:3:nbo_charge:R:1 method="wB97M-V/def2-TZVPD" energy_ha=-2782.6360 mol_weight_g_mol=137.96 e_lumo_ev=0.69 smiles="CNC(=O)Br" de_lowest_ev=0.000
C 0.316 1.216 -0.149 0.6721
C -0.128 -1.075 0.521 -0.4208
N -0.167 0.015 -0.431 -0.6277
O 0.828 1.638 0.832 -0.5585
Br 0.067 2.405 -1.731 -0.1275
H 0.464 -1.900 0.124 0.2040
H 0.328 -0.715 1.440 0.2354
H -1.138 -1.426 0.732 0.2044
H -0.570 -0.159 -1.339 0.4186



Record 5
9
Properties=species:S:1:pos:R:3:mulliken_spin:R:1 method="wB97M-V/def2-TZVPD" energy_ha=-2782.3857 mol_weight_g_mol=137.96 spin_multiplicity=3 e_lumo_ev="0.87 / -3.08" de_lowest_ev=1.607
C 1.029 0.392 0.004 0.7750
C -1.198 -0.837 -0.029 -0.0129
N 0.490 1.535 -0.027 0.9268
O 0.314 -0.837 0.056 0.2202
Br 2.888 -0.060 -0.018 0.0851
H -1.514 -1.829 -0.480 0.0034
H -1.442 0.058 -0.717 0.0067
H -1.570 -0.793 1.097 0.0089
H 1.004 2.370 0.116 -0.0132



Record 6
9
Properties=species:S:1:pos:R:3:mulliken_spin:R:1 method="wB97M-V/def2-TZVPD" energy_ha=-3069.0971 mol_weight_g_mol=154.93 spin_multiplicity=3 e_lumo_ev="0.60 / -1.23" de_lowest_ev=0.000
C 1.857 0.097 -1.199 0.6350
C -1.514 -0.292 0.312 -0.0314
O 1.836 -0.567 -2.189 0.2510
P -0.621 1.261 0.534 0.9086
Br 0.849 0.799 2.064 0.0712
H 2.659 0.471 -0.635 0.1080
H -1.512 -0.644 1.438 0.0237
H -1.060 -1.026 -0.251 0.0291
H -2.494 -0.100 -0.074 0.0048



Record 7
8
Properties=species:S:1:pos:R:3:nbo_charge:R:1 method="wB97M-V/def2-TZVPD" energy_ha=-2993.9464 mol_weight_g_mol=138.93 e_lumo_ev=0.96 smiles=BrP1CC1 de_lowest_ev=0.219
C 0.316 -0.119 0.765 -0.6953
C 0.123 -0.247 -0.746 -0.6761
P 1.576 -1.146 -0.047 0.6365
Br 3.193 0.199 0.018 -0.2045
H 0.576 0.762 1.242 0.2390
H -0.475 -0.522 1.373 0.2307
H -0.553 -0.850 -1.234 0.2325
H 0.235 0.625 -1.379 0.2372



Record 8
8
Properties=species:S:1:pos:R:3:mulliken_spin:R:1 method="wB97M-V/def2-TZVPD" energy_ha=-2993.8204 mol_weight_g_mol=138.93 spin_multiplicity=3 e_lumo_ev="1.15 / -3.95" de_lowest_ev=0.333
C 0.394 0.005 0.748 -0.0267
C 0.449 0.025 -0.724 0.0546
P -0.669 1.286 -0.006 1.0212
Br -2.709 -0.328 0.015 0.8857
H -0.125 -0.955 1.129 0.0184
H 1.258 0.286 1.397 0.0163
H 1.402 0.387 -1.245 0.0203
H -0.001 -0.706 -1.315 0.0102



Record 9
8
Properties=species:S:1:pos:R:3:nbo_charge:R:1 method="wB97M-V/def2-TZVPD" energy_ha=-998.9893 mol_weight_g_mol=98.96 e_lumo_ev=0.94 smiles=ClCCCl de_lowest_ev=0.076
Cl -0.112 -1.214 -1.698 -0.0462
C -0.196 0.245 -0.697 -0.3989
C 0.297 -0.025 0.701 -0.3843
Cl -0.857 -1.055 1.599 -0.0607
H -1.213 0.637 -0.675 0.2231
H 0.394 1.032 -1.169 0.2221
H 0.421 0.899 1.264 0.2222
H 1.267 -0.518 0.676 0.2227



Record 10
37
Properties=species:S:1:pos:R:3:nbo_charge:R:1 method="wB97M-V/def2-TZVPD" energy_ha=-5453.8982 mol_weight_g_mol=687.97 e_lumo_ev=-10.44 total_charge=+1 de_lowest_ev=10.474
Mg 21.944 -8.642 10.631 1.8945
Mg 20.521 -7.037 16.377 1.8677
N 20.370 -4.568 14.805 -1.1825
S 20.669 -4.266 13.011 2.2870
O 19.958 -3.298 12.155 -0.7516
O 21.043 -5.474 12.299 -0.9748
F 22.164 -3.565 13.098 -0.4684
S 20.059 -3.100 14.978 2.3788
O 18.721 -2.737 14.582 -0.8626
O 21.107 -2.080 14.825 -0.8467
F 20.081 -3.099 16.567 -0.5121
N 23.403 -9.454 12.962 -1.2542
S 24.204 -8.783 14.359 2.3837
O 25.333 -9.457 14.954 -0.7800
O 23.257 -8.363 15.370 -0.9720
F 24.774 -7.369 13.727 -0.4709
S 23.644 -10.963 13.393 2.4221
O 23.069 -11.396 14.600 -0.8386
O 24.896 -11.534 12.940 -0.8476
F 22.522 -11.501 12.324 -0.5385
N 19.091 -9.391 15.502 -1.1955
S 18.297 -9.588 13.918 2.3348
O 17.084 -10.354 13.740 -0.7695
O 19.255 -9.518 12.815 -0.9626
F 17.624 -8.119 13.742 -0.4993
S 18.700 -10.847 15.878 2.3752
O 19.114 -11.975 15.067 -0.8371
O 17.430 -11.016 16.572 -0.8605
F 19.683 -10.931 17.182 -0.5185
Cl 31.260 -10.742 11.177 -0.0637
C 29.562 -10.726 11.780 -0.3711
C 29.002 -9.360 11.356 -0.4135
Cl 29.893 -8.043 12.062 -0.0220
H 29.527 -10.920 12.851 0.2270
H 29.044 -11.514 11.234 0.2199
H 28.008 -9.294 11.801 0.2038
H 28.958 -9.298 10.269 0.2192



Record 11
10
Properties=species:S:1:pos:R:3:nbo_charge:R:1 method="wB97M-V/def2-TZVPD" energy_ha=-1108.2806 mol_weight_g_mol=126.97 e_lumo_ev="-0.82 / -0.77" de_lowest_ev=5.848
C 0.448 -0.162 -0.353 0.1419
C -0.880 -0.834 -0.601 -0.5254
N 0.752 2.572 0.099 -0.2616
N 1.088 -0.418 0.772 -0.7315
Cl -1.213 -2.169 0.519 -0.1069
Cl -0.235 3.310 -0.959 0.2204
H -1.151 -1.161 -1.616 0.2505
H -1.686 0.026 -0.372 0.2537
H 0.884 -1.080 1.513 0.3685
H 1.993 -0.084 0.998 0.3902



Record 12
17
Properties=species:S:1:pos:R:3:nbo_charge:R:1 method="wB97M-V/def2-TZVPD" energy_ha=-2146.7026 mol_weight_g_mol=266.93 e_lumo_ev=-5.50 smiles="O=P(O)(O)n1c[n+](P(O)Cl)nc1Cl" total_charge=+1 de_lowest_ev=2.126
O 2.832 -0.993 1.331 -0.9786
P 2.247 0.007 0.336 2.3325
O 2.198 1.572 1.032 -0.8976
O 3.161 0.135 -1.097 -0.8790
N 0.637 -0.557 -0.154 -0.6820
C -0.465 0.008 0.562 0.2401
N -1.570 -0.610 -0.098 -0.4480
P -3.250 -0.235 0.396 1.2989
O -3.717 1.020 -0.694 -0.9008
Cl -3.204 0.696 2.293 -0.2547
N -1.235 -1.489 -1.090 -0.1627
C 0.195 -1.486 -1.169 0.3418
Cl 1.294 -2.391 -2.258 0.1991
H 1.624 1.477 1.826 0.5035
H 2.534 0.581 -1.723 0.4988
H -0.405 0.769 1.394 0.3008
H -2.875 1.499 -0.887 0.4880



Record 13
11
Properties=species:S:1:pos:R:3:nbo_charge:R:1 method="wB97M-V/def2-TZVPD" energy_ha=-1547.5207 mol_weight_g_mol=163.03 e_lumo_ev="-0.67 / -0.41" de_lowest_ev=2.746
C -2.159 -0.617 0.867 -0.2745
C 3.577 0.296 -0.764 -0.2542
O -2.193 1.559 -0.818 -0.8611
O -0.962 0.093 0.673 -0.7052
S -0.900 1.451 -0.200 1.2606
Cl 2.202 0.538 -1.815 0.0265
Cl 3.395 -1.033 0.365 0.0085
H -2.975 -0.266 0.341 0.2049
H -2.518 -0.745 1.927 0.1878
H -2.126 -1.645 0.525 0.1894
H 4.658 0.368 -1.103 0.2172



Record 14
10
Properties=species:S:1:pos:R:3:nbo_charge:R:1 method="wB97M-V/def2-TZVPD" energy_ha=-1363.6609 mol_weight_g_mol=143.05 e_lumo_ev=0.63 de_lowest_ev=4.972
C -1.775 1.717 1.231 -0.2953
C -0.443 2.441 1.066 0.3161
O -1.148 2.237 -0.018 -0.4274
Si 1.747 -1.943 -1.006 1.1228
Cl 0.889 -1.059 -2.628 -0.3759
Cl 0.692 -1.431 0.602 -0.3701
H -1.796 0.621 1.160 0.2072
H -2.549 2.305 1.675 0.1988
H 3.075 -1.652 -0.824 -0.1832
H 1.308 -3.235 -1.258 -0.1930



Record 15
9
Properties=species:S:1:pos:R:3:mulliken_spin:R:1 method="wB97M-V/def2-TZVPD" energy_ha=-1459.0808 mol_weight_g_mol=134.41 spin_multiplicity=2 e_lumo_ev="-0.80 / -1.11" de_lowest_ev=0.853
Cl -1.647 0.256 1.275 0.0254
Cl 0.337 0.097 1.107 0.0006
C 2.689 -2.694 0.478 -0.0416
C 2.736 -1.340 -0.110 0.8059
Cl 4.165 -0.439 0.024 0.1039
H 1.803 -3.183 0.045 0.0039
H 3.544 -3.381 0.344 0.0399
H 2.527 -2.586 1.560 0.0458
H 2.173 -1.146 -1.013 0.0162



Record 16
12
Properties=species:S:1:pos:R:3:nbo_charge:R:1 method="wB97M-V/def2-TZVPD" energy_ha=-2273.8783 mol_weight_g_mol=213.45 e_lumo_ev="-0.92 / -0.92" de_lowest_ev=0.000
C -1.363 -0.763 -0.630 0.1603
C -2.294 0.146 0.091 -0.1372
O -1.691 -2.069 -0.526 -0.6488
P 1.219 1.246 0.109 0.1391
S 0.639 -0.642 0.636 -0.2992
Cl -2.787 -0.469 1.630 0.0750
Cl -1.696 1.781 0.203 0.0927
Cl -3.911 0.243 -0.950 -0.0604
H -1.059 -0.342 -1.525 0.2215
H -1.862 -2.086 0.503 0.4863
H 2.739 1.016 0.250 -0.0037
H 1.254 2.067 1.269 -0.0256



Record 17
8
Properties=species:S:1:pos:R:3:nbo_charge:R:1 method="wB97M-V/def2-TZVPD" energy_ha=-638.6635 mol_weight_g_mol=82.51 e_lumo_ev=1.03 smiles=C[C@@H](F)Cl de_lowest_ev=0.000
C 0.152 -0.155 -0.786 -0.6557
C -0.100 0.262 0.645 0.2194
F -1.385 0.688 0.795 -0.3449
Cl 0.153 -1.114 1.763 -0.0773
H -0.521 -0.964 -1.060 0.2293
H 1.179 -0.489 -0.896 0.2287
H -0.027 0.693 -1.442 0.2247
H 0.548 1.078 0.982 0.1757



Record 18
9
Properties=species:S:1:pos:R:3:nbo_charge:R:1 method="wB97M-V/def2-TZVPD" energy_ha=-713.8795 mol_weight_g_mol=98.50 e_lumo_ev=0.79 smiles=OC[C@H](F)Cl de_lowest_ev=0.247
C -0.678 0.156 -0.252 -0.0884
C 0.772 0.364 0.423 0.2373
H -0.906 -1.702 -0.248 0.4798
H -0.533 0.117 -1.337 0.1701
H -1.219 1.119 -0.068 0.1909
H 0.778 0.299 1.442 0.1700
O -1.345 -0.927 0.180 -0.6913
F 1.194 1.574 -0.077 -0.3390
Cl 1.937 -0.999 -0.062 -0.1294



Record 19
10
Properties=species:S:1:pos:R:3:nbo_charge:R:1 method="wB97M-V/def2-TZVPD" energy_ha=-789.0973 mol_weight_g_mol=114.50 e_lumo_ev=0.77 smiles=O[C@H](F)[C@H](O)Cl de_lowest_ev=1.227
C 0.838 0.421 -0.139 0.4395
C -0.812 -0.382 0.165 0.0574
O 0.683 1.714 0.083 -0.6986
O -0.859 -1.523 -0.501 -0.6665
F 1.115 0.017 -1.429 -0.3915
Cl -2.054 0.791 -0.278 -0.0793
H 1.815 0.165 0.261 0.1626
H -0.888 -0.425 1.278 0.1998
H -0.204 2.048 -0.121 0.4893
H -0.773 -1.389 -1.394 0.4874



Record 20
11
Properties=species:S:1:pos:R:3:nbo_charge:R:1 method="wB97M-V/def2-TZVPD" energy_ha=-1021.2170 mol_weight_g_mol=234.42 e_lumo_ev=0.28 smiles="N[C@H](Cl)I.N=C=O" de_lowest_ev=0.733
C 1.190 1.763 0.360 0.8796
C -1.064 -1.393 -0.374 0.0255
N 0.947 2.719 0.983 -0.7516
N 0.128 -1.234 -0.943 -0.7940
O 1.374 0.890 -0.371 -0.5762
Cl -2.208 -0.130 -1.035 -0.0409
I -0.982 -1.016 1.946 -0.2316
H -1.379 -2.369 -0.167 0.2195
H 0.777 3.123 1.932 0.4590
H 0.682 -1.966 -1.034 0.3801
H 0.536 -0.387 -1.297 0.4306